(1)
The following is a DFT calculation (the ωB97M-V functional and the def2-TZVPD basis) of a structure of composition C2H2CuO3 at a distorted geometry.

Calculated values
energy relative to the best compared isomer or geometry (same formula, charge and spin): 0.0 kcal/mol
expectation value of S²: 2.01
HOMO energy (alpha / beta): -13.57 / -16.08 eV
2S+1: 3
electronic energy: -1943.16188 hartree
Kohn-Sham gap (alpha / beta): 7.14 / 7.50 eV
total charge: +1

Geometry (Å):
O 1.53 -0.46 0.25
C 0.27 -0.66 0.37
Cu 1.81 1.36 0.03
H -0.10 -1.25 1.22
O 0.03 1.53 -0.50
C -0.59 0.53 -0.08
O -1.61 0.02 -0.71
H -1.33 -1.07 -0.58

(2)
The following is a DFT calculation (the ωB97M-V functional and the def2-TZVPD basis) of an isolated molecule of CH3NOP2S at a distorted geometry.

Calculated values
energy relative to the best compared isomer or geometry (same formula, charge and spin): 60.0 kcal/mol
SMILES string: c1ns[pH]o[pH]1
HOMO energy: -8.09 eV
2S+1: 1
electronic energy: -1250.72403 hartree
Kohn-Sham gap: 7.84 eV
total charge: 0

Geometry (Å):
C 1.30 -0.80 0.02
N 1.35 -0.81 -1.21
O -0.42 1.39 0.08
P 0.48 0.52 1.16
P -0.15 2.09 -1.51
S 1.04 0.12 -2.48
H 1.44 -1.78 0.55
H -0.55 -0.30 1.69
H -1.47 1.81 -1.83

(3)
The following is a DFT calculation (the ωB97M-V functional and the def2-TZVPD basis) of an isolated molecule of C3H6O2S2 at a distorted geometry.

Calculated values
energy relative to the best compared isomer or geometry (same formula, charge and spin): 62.0 kcal/mol
SMILES string: O=C(S)[C@@H](S)CO
HOMO energy: -9.64 eV
2S+1: 1
electronic energy: -1064.68691 hartree
Kohn-Sham gap: 9.88 eV
total charge: 0

Geometry (Å):
C 0.08 -0.80 0.83
C -0.44 0.62 0.22
C 0.95 1.43 -0.05
H -0.89 -2.19 -0.55
H 1.01 -0.55 1.28
H -0.52 -1.02 1.65
H -1.05 1.31 0.84
H -2.66 0.50 -0.62
H 1.52 -0.73 -1.64
O 0.00 -1.86 -0.08
O 1.49 2.35 0.60
S -1.49 0.37 -1.21
S 2.02 0.56 -1.26

(4)
The following is a DFT calculation (the ωB97M-V functional and the def2-TZVPD basis) of an isolated molecule of C2H2 at a distorted geometry.

Calculated values
energy relative to the best compared isomer or geometry (same formula, charge and spin): 23.5 kcal/mol
SMILES string: C#C
HOMO energy: -10.20 eV
2S+1: 1
electronic energy: -77.28594 hartree
Kohn-Sham gap: 11.49 eV
total charge: 0

Geometry (Å):
C -0.32 0.60 0.04
C 0.30 -0.60 -0.03
H -0.81 1.52 0.11
H 0.74 -1.53 -0.02

(5)
The following is a DFT calculation (the ωB97M-V functional and the def2-TZVPD basis) of a structure of composition C3H2FNO at a distorted geometry.

Calculated values
energy relative to the best compared isomer or geometry (same formula, charge and spin): 164.2 kcal/mol
HOMO energy: -7.52 eV
2S+1: 1
electronic energy: -345.09036 hartree
Kohn-Sham gap: 7.30 eV
total charge: 0

Geometry (Å):
C 0.71 -0.22 0.01
C 2.64 -0.43 -0.60
C -1.46 0.71 0.00
N -0.56 -0.39 0.03
O -1.13 1.84 -0.16
F 3.33 -0.56 0.49
H -2.50 0.37 0.13
H -1.02 -1.32 0.10

(6)
The following is a DFT calculation (the ωB97M-V functional and the def2-TZVPD basis) of a cluster of 2 separate species, C5H11N3 in total.

Calculated values
energy relative to the best compared isomer or geometry (same formula, charge and spin): 16.8 kcal/mol
SMILES string: c1c[nH]cn1.CNC
HOMO energy: -8.67 eV
2S+1: 1
electronic energy: -361.36267 hartree
Kohn-Sham gap: 9.42 eV
total charge: 0

Geometry (Å):
N -0.20 2.01 -1.09
C 0.42 2.84 -0.06
C -1.65 2.10 -1.04
H 0.13 2.33 -2.01
H 0.15 2.42 0.93
H 0.09 3.89 -0.09
H 1.52 2.81 -0.17
H -2.02 3.14 -1.10
H -2.08 1.53 -1.88
H -2.00 1.65 -0.10
N 0.29 -3.42 1.95
C 0.00 -2.17 1.62
C 0.98 -3.93 0.88
C 1.11 -2.98 -0.11
N 0.48 -1.86 0.38
H -0.55 -1.45 2.23
H 1.35 -4.95 0.87
H 1.59 -2.99 -1.09
H 0.39 -0.96 -0.10

(7)
The following is a DFT calculation (the ωB97M-V functional and the def2-TZVPD basis) of the ion C59H62N5O2 with charge +1 at a distorted geometry.

Calculated values
energy relative to the best compared isomer or geometry (same formula, charge and spin): 28.8 kcal/mol
HOMO energy: -9.96 eV
2S+1: 1
electronic energy: -2709.42737 hartree
Kohn-Sham gap: 5.65 eV
total charge: +1

Geometry (Å):
C -0.52 4.28 1.48
N -0.29 3.00 0.86
C -0.53 2.83 -0.47
O -1.09 3.63 -1.23
C 0.04 1.48 -0.86
C 1.24 1.69 -1.79
C 2.31 2.55 -1.16
C 2.17 3.94 -1.11
C 3.15 4.73 -0.49
C 4.29 4.12 0.04
C 4.46 2.74 -0.06
C 3.48 1.96 -0.67
N 0.35 0.87 0.43
C 0.82 -0.41 0.51
C 0.93 -1.13 1.66
C 1.50 -2.51 1.80
C 2.06 -2.71 3.21
C 3.38 -3.14 3.40
C 3.80 -3.50 4.68
C 2.93 -3.38 5.77
C 1.66 -2.83 5.60
C 1.23 -2.49 4.31
C 0.22 1.82 1.55
C 1.54 2.17 2.26
C 1.13 2.65 3.65
C -0.28 2.10 3.93
C -0.82 1.45 2.66
H -1.33 4.78 0.94
H -0.78 4.13 2.52
H 0.38 4.91 1.42
H -0.75 0.89 -1.36
H 1.64 0.72 -2.08
H 0.83 2.19 -2.68
H 1.30 4.42 -1.58
H 3.01 5.81 -0.45
H 5.06 4.74 0.52
H 5.36 2.26 0.32
H 3.61 0.88 -0.77
H 1.09 -0.87 -0.44
H 0.61 -0.67 2.60
H 2.27 -2.65 1.04
H 4.04 -3.15 2.53
H 4.84 -3.85 4.82
H 3.26 -3.67 6.78
H 1.00 -2.65 6.45
H 0.23 -2.07 4.16
H 2.17 1.27 2.31
H 2.09 2.92 1.67
H 1.85 2.33 4.41
H 1.12 3.75 3.66
H -0.23 1.36 4.74
H -0.96 2.90 4.28
H -1.81 1.84 2.37
H -0.91 0.37 2.74
C 1.15 -11.15 3.84
C 1.60 -9.88 3.17
C 1.88 -8.75 3.94
C 2.24 -7.54 3.33
C 2.53 -6.31 4.13
C 2.35 -7.48 1.94
N 2.78 -6.25 1.33
C 4.11 -5.92 1.12
C 5.20 -6.44 1.94
C 6.07 -5.47 2.48
C 6.97 -5.82 3.49
C 7.09 -7.17 3.87
C 6.33 -8.16 3.23
C 5.40 -7.80 2.25
N 4.21 -4.97 0.22
N 2.91 -4.70 -0.22
C 2.76 -4.30 -1.58
C 3.81 -4.61 -2.49
C 4.87 -5.63 -2.25
C 3.86 -3.92 -3.70
C 2.84 -3.07 -4.12
C 2.94 -2.33 -5.42
C 1.73 -2.92 -3.29
C 1.63 -3.58 -2.06
C 0.34 -3.46 -1.34
C 2.03 -5.25 0.71
C 0.81 -4.83 1.31
O 0.53 -3.49 1.65
C -0.21 -5.82 1.53
C -0.56 -6.72 0.42
C -0.71 -6.08 2.85
C -0.52 -5.18 3.92
C -0.70 -5.58 5.23
C -1.14 -6.88 5.51
C -1.46 -7.75 4.46
C -1.29 -7.35 3.15
C 2.17 -8.63 1.15
C 2.41 -8.62 -0.33
C 1.76 -9.81 1.79
H 1.04 -11.96 3.11
H 1.86 -11.47 4.61
H 0.18 -11.01 4.34
H 1.80 -8.79 5.03
H 2.17 -5.41 3.61
H 2.04 -6.35 5.11
H 3.62 -6.20 4.30
H 5.99 -4.44 2.13
H 7.57 -5.05 3.97
H 7.78 -7.45 4.66
H 6.46 -9.21 3.50
H 4.83 -8.57 1.72
H 5.44 -5.73 -3.18
H 5.56 -5.33 -1.46
H 4.48 -6.62 -2.01
H 4.72 -4.09 -4.35
H 1.95 -2.00 -5.75
H 3.58 -1.44 -5.33
H 3.38 -2.97 -6.20
H 0.90 -2.29 -3.62
H -0.38 -2.93 -1.97
H -0.10 -4.42 -1.09
H 0.44 -2.87 -0.42
H -1.65 -6.92 0.40
H -0.26 -6.29 -0.54
H -0.05 -7.69 0.51
H -0.22 -4.16 3.67
H -0.49 -4.88 6.04
H -1.27 -7.21 6.55
H -1.83 -8.75 4.66
H -1.52 -8.03 2.32
H 2.32 -9.66 -0.69
H 1.67 -8.02 -0.88
H 3.42 -8.27 -0.59
H 1.58 -10.69 1.17

(8)
The following is a DFT calculation (the ωB97M-V functional and the def2-TZVPD basis) of a cluster of 2 separate species, C5H9NO3 in total at a distorted geometry.

Calculated values
energy relative to the best compared isomer or geometry (same formula, charge and spin): 87.5 kcal/mol
SMILES string: N#C[C@H](CO)[C@H]1CO1.O
HOMO energy: -10.50 eV
2S+1: 1
electronic energy: -476.30477 hartree
Kohn-Sham gap: 11.13 eV
total charge: 0

Geometry (Å):
O 0.82 2.58 -0.48
C 0.91 1.23 -0.85
C 0.74 0.27 0.35
C -0.62 0.39 0.93
N -1.41 0.55 1.79
C 1.11 -1.14 -0.05
C 0.52 -2.35 0.51
O 0.16 -1.89 -0.79
H -0.10 2.86 -0.47
H 0.18 0.97 -1.63
H 1.91 1.07 -1.25
H 1.45 0.59 1.13
H 2.13 -1.21 -0.45
H 1.10 -3.27 0.53
H -0.27 -2.26 1.26
H -3.01 0.73 0.70
O -3.00 0.81 -0.37
H -2.61 0.07 -0.87

What is the total charge in the third record? 0